# 1
Below is a molecular structure, C36H50BaN9O5S2SbSi, with properties calculated with ωB97M-V with the def2-TZVPD basis set.

Last column: Mulliken charge in e.
CARTESIAN COORDINATES (ANGSTROEM)
1 Ba -1.24803 -0.41576 0.64420  1.0759
2 C -0.86828 -3.16403 3.64446  -0.8861
3 C -1.30248 -3.47103 2.24388  0.0627
4 N -2.44522 -3.19218 1.71728  0.3170
5 N -3.38055 -2.66670 2.57794  -0.9458
6 C -4.32312 -1.96139 2.01276  0.3597
7 N -5.34398 -1.59239 2.88487  -0.5751
8 S -4.47195 -1.37832 0.39196  -0.4739
9 C -0.32389 -4.14521 1.34626  0.4385
10 C -0.70535 -4.63510 0.09388  -0.4163
11 C 0.25355 -5.20141 -0.71854  -0.2209
12 C 1.55804 -5.29992 -0.25398  -0.9349
13 C 1.83759 -4.81450 1.01001  -0.1845
14 N 0.92828 -4.24954 1.79817  -0.0214
15 H -1.73431 -2.92113 4.25264  0.3911
16 H -0.18326 -2.30885 3.64870  0.0490
17 H -0.31785 -4.00761 4.06160  0.3374
18 H -5.06363 -1.65008 3.85341  0.2640
19 H -5.81312 -0.74342 2.61908  0.2398
20 H -1.73308 -4.52664 -0.21285  0.3571
21 H -0.00294 -5.54090 -1.71390  0.3435
22 H 2.34491 -5.72317 -0.86482  0.3624
23 H 2.84609 -4.86809 1.41140  0.3453
24 C -2.13435 -0.88966 -4.95378  -1.1680
25 N -2.42410 -1.44324 -3.65042  0.2457
26 C -3.79523 -1.82074 -3.40166  -1.0311
27 C -1.48252 -1.61455 -2.67133  0.8591
28 N -1.64217 -2.27279 -1.58524  -0.4824
29 N -0.30192 -0.87616 -2.90287  0.1253
30 C 0.85116 -1.20879 -2.15580  0.6201
31 N 1.37454 -0.11359 -1.49885  -0.1944
32 N 1.32702 -2.39147 -2.19477  -0.7940
33 H -2.56914 0.10911 -5.07132  0.3188
34 H -2.54873 -1.53775 -5.73366  0.4051
35 H -1.06005 -0.82050 -5.09307  0.3889
36 H -4.45256 -1.17872 -3.99006  0.3802
37 H -4.05048 -1.68879 -2.34978  0.1939
38 H -3.99987 -2.86295 -3.67980  0.2876
39 H -2.52931 -2.76309 -1.54297  0.0765
40 H -0.56188 0.10560 -2.74236  -0.4623
41 H 0.73749 0.65885 -1.32849  -0.0535
42 H 2.00114 -0.29801 -0.72704  0.2199
43 H 2.12621 -2.46334 -1.56822  0.2511
44 O 1.17468 2.00503 3.10614  -0.6892
45 S 0.82391 0.60884 2.85750  0.6918
46 O 1.56126 -0.31962 3.72579  -0.5343
47 O 1.12814 0.25817 1.41868  -0.1264
48 O -0.65431 0.39903 3.01288  -0.8491
49 C 3.38052 -4.10250 4.42109  -0.9874
50 C 3.45933 -2.58111 4.39968  -0.8738
51 Sb 3.57149 -1.75044 2.40615  0.2625
52 C 5.54997 -2.71972 2.11582  -0.8362
53 C 6.31816 -2.14177 0.93396  -1.0888
54 C 4.53464 0.10331 2.94711  -1.1399
55 C 4.43610 1.16279 1.85724  -0.5972
56 H 3.31293 -4.49369 5.44261  0.3957
57 H 4.25851 -4.56570 3.96140  0.2792
58 H 2.49747 -4.44725 3.87779  0.1487
59 H 4.35116 -2.22323 4.92538  0.4623
60 H 2.58675 -2.13322 4.87016  0.4501
61 H 5.42301 -3.79909 1.98363  0.3485
62 H 6.10242 -2.57552 3.05136  0.4607
63 H 5.76133 -2.27663 0.00172  0.2371
64 H 7.30439 -2.59937 0.79173  0.3709
65 H 6.47718 -1.06587 1.04949  0.2046
66 H 5.57851 -0.12815 3.18456  0.6111
67 H 4.03082 0.43630 3.85459  0.5028
68 H 4.90249 0.83132 0.92366  0.2436
69 H 4.92773 2.09712 2.15180  0.3937
70 H 3.39445 1.39631 1.63619  -0.1480
71 O -1.24817 1.26929 -1.38729  0.8119
72 Si -1.35805 2.86191 -1.43605  -1.4373
73 C 0.24294 3.73309 -0.97851  0.4805
74 C 0.77183 3.50580 0.29427  0.1884
75 C 1.97339 4.07340 0.69172  -0.7015
76 C 2.66897 4.89324 -0.18818  -0.5747
77 C 2.15847 5.14110 -1.45673  -0.6622
78 C 0.95533 4.56408 -1.84543  -0.5721
79 C -2.71948 3.47053 -0.27201  0.3968
80 C -2.69922 4.73209 0.32628  -0.2435
81 C -3.72401 5.14603 1.16781  -0.6488
82 C -4.78883 4.29523 1.43389  -0.3923
83 C -4.82235 3.03147 0.85948  -0.6569
84 C -3.79789 2.63032 0.01295  -0.2689
85 C -1.82190 3.42598 -3.19233  0.2510
86 C -2.75794 4.42382 -3.46234  -0.3692
87 C -3.07212 4.79397 -4.76521  -0.6070
88 C -2.44946 4.16736 -5.83526  -0.4826
89 C -1.51326 3.16933 -5.59183  -0.7634
90 C -1.20910 2.80826 -4.28646  -0.2094
91 H 0.26816 2.87362 1.01551  0.4171
92 H 2.34339 3.84922 1.68389  0.4567
93 H 3.61270 5.33472 0.11243  0.3548
94 H 2.70125 5.77866 -2.14626  0.3558
95 H 0.57190 4.76037 -2.84200  0.3760
96 H -1.85500 5.39071 0.14861  0.3793
97 H -3.68093 6.12507 1.63112  0.3791
98 H -5.58271 4.61079 2.10112  0.3564
99 H -5.63489 2.34875 1.07683  0.3992
100 H -3.83412 1.63370 -0.41726  0.4119
101 H -3.26261 4.91739 -2.63787  0.3463
102 H -3.80830 5.56970 -4.94356  0.3767
103 H -2.69311 4.45040 -6.85276  0.3484
104 H -1.02167 2.66983 -6.41895  0.4020
105 H -0.47894 2.02337 -4.11467  0.4378

Calculated values
Net charge: -2
HOMO level (hartree): -0.107
Calculated total energy (eV): -98580.25075
Orbital gap (eV): 6.870
Spin multiplicity: 1

# 2
Below is a molecular structure, C36H50ClN5O6Si2Zr, with properties calculated with ωB97M-V with the def2-TZVPD basis set.

Last column: Mulliken charge in e.
CARTESIAN COORDINATES (ANGSTROEM)
1 Zr -1.13461 0.36775 -1.47132  -1.0583
2 C 2.25854 7.05184 -0.32360  -1.6713
3 C 1.83268 5.61700 -0.47871  -0.2651
4 C 2.71319 4.57490 -0.23643  -1.1456
5 C 2.38951 3.20489 -0.31654  0.9925
6 C 3.65860 2.41990 -0.02162  -1.0733
7 N 4.23265 1.47897 0.72905  0.0376
8 C 4.06057 0.52934 1.97115  -1.1503
9 C 3.63206 -1.03065 2.13476  -0.9812
10 C 2.46225 -2.05959 1.72946  -0.8193
11 N 1.02509 -1.92064 2.13302  -0.5606
12 C 0.19710 -3.23214 2.19664  -0.1412
13 C -1.34592 -3.05530 2.29415  0.0425
14 C -2.16292 -3.81359 3.11998  -0.9272
15 C -3.56698 -3.73530 3.05279  0.1391
16 C -4.40203 -4.56962 3.98823  -1.5651
17 C -4.17188 -2.86620 2.15113  -1.4094
18 C -3.39489 -2.07350 1.29497  0.5786
19 C -3.96011 -0.98436 0.46675  -0.5073
20 N -3.43258 -0.12466 -0.34996  0.0339
21 C -4.33628 1.02875 -0.62851  -0.7832
22 C -4.22372 1.64799 -2.02051  -0.9715
23 C -3.24403 2.80891 -2.25379  -1.4827
24 N -1.82708 2.62169 -1.82332  0.2102
25 C -1.17575 3.71767 -1.63613  -0.5589
26 C 0.17567 3.96413 -1.12409  1.0906
27 C 0.56169 5.28559 -0.92902  -0.8982
28 C 1.05986 2.89523 -0.83789  -0.2044
29 O 0.62350 1.71590 -1.11887  0.3691
30 C -2.02516 -2.22857 1.40453  0.7346
31 O -1.30390 -1.46833 0.60793  0.7020
32 H 3.11671 7.14198 0.34005  0.3843
33 H 1.45227 7.65693 0.08881  0.4128
34 H 2.53463 7.48209 -1.28748  0.3339
35 H 3.72141 4.84562 0.06417  0.6154
36 H 4.45641 2.89583 -0.58879  0.6943
37 H 5.22207 1.46772 0.51171  0.3529
38 H 3.53822 1.12051 2.71082  0.4865
39 H 5.10157 0.48501 2.29175  0.4248
40 H 3.69655 -1.06447 3.22887  0.3576
41 H 4.49825 -1.59562 1.79320  0.7250
42 H 2.85501 -2.97448 2.18311  0.7530
43 H 2.44126 -2.21356 0.66364  0.2744
44 H 1.02114 -1.58739 3.09100  0.6884
45 H 0.51863 -3.73592 3.11200  0.7715
46 H -1.72104 -4.49910 3.83669  0.5105
47 H -3.94670 -5.54402 4.16055  0.3934
48 H -5.40115 -4.73149 3.58787  0.4158
49 H -4.50787 -4.07885 4.95728  0.3096
50 H -5.25395 -2.79869 2.12508  0.5243
51 H -5.02337 -0.84234 0.68410  0.2748
52 H -4.12604 1.78436 0.13638  0.2532
53 H -5.36980 0.71142 -0.47680  0.7245
54 H -5.19911 2.08641 -2.24242  0.5330
55 H -4.09935 0.86243 -2.75869  0.2157
56 H -3.62912 3.69175 -1.73856  0.7789
57 H -3.23851 3.02443 -3.32410  0.3138
58 H -1.71550 4.64671 -1.83822  0.4283
59 H -0.14178 6.07979 -1.15775  0.5628
60 C -1.28967 1.27449 0.89928  -2.0806
61 Si -0.14490 -0.42273 1.15805  1.3134
62 C 0.48680 -4.14776 1.01377  -1.3114
63 C -0.45363 -0.01701 3.03654  -1.5144
64 C 0.63231 -0.78112 -0.65550  0.4815
65 C 0.25419 -1.88390 -1.53803  1.0507
66 C 1.09545 -2.83164 -2.14177  0.4447
67 C 0.56304 -3.74298 -3.02553  -0.8612
68 C -0.79661 -3.70465 -3.34523  -1.3346
69 C -1.55859 -2.70711 -2.79430  -0.4106
70 N -1.04525 -1.83039 -1.91469  0.2274
71 Si 2.25675 0.04662 -0.77646  0.3588
72 C 3.78909 -1.13782 -0.86990  -1.6170
73 C 1.78751 0.83594 0.98035  -2.2136
74 C 2.86015 0.95691 -2.34159  -2.1915
75 H -2.20579 1.00619 1.41698  0.8096
76 H -1.60531 1.91533 0.07417  0.1221
77 H -0.76214 2.00482 1.51575  0.5477
78 H -0.03169 -5.09086 1.18179  0.4849
79 H 1.54703 -4.37213 0.90213  0.3569
80 H 0.11259 -3.72245 0.08557  0.2624
81 H -0.70145 -0.91107 3.61347  0.4773
82 H -1.25843 0.68667 3.22553  0.7443
83 H 0.44446 0.41915 3.48878  0.2527
84 H 2.14781 -2.85454 -1.89854  0.4239
85 H 1.20139 -4.49141 -3.47743  0.5498
86 H -1.23525 -4.41306 -4.03189  0.4870
87 H -2.60173 -2.57433 -3.05050  0.5230
88 H 3.68056 -2.18125 -0.58914  0.5851
89 H 4.68428 -0.78011 -0.36003  0.3031
90 H 4.05511 -1.14868 -1.92858  0.6338
91 H 1.79819 0.08074 1.75170  0.6218
92 H 0.79136 1.19777 0.77176  0.2805
93 H 2.14656 1.71846 1.49544  1.8858
94 H 2.62477 0.20974 -3.10998  0.6067
95 H 3.94792 1.05473 -2.37215  0.5152
96 H 2.39806 1.88308 -2.66075  0.4904
97 O -0.89263 -0.56967 -5.30155  -0.6219
98 Cl -1.11652 0.48139 -4.40068  1.9482
99 O -2.24314 0.15016 -3.47246  -0.6248
100 O -1.33948 1.73302 -5.00276  -0.6487
101 O 0.00085 0.57641 -3.41016  -0.6281

Calculated values
Net charge: +2
HOMO level (hartree): -0.471
Calculated total energy (eV): -87414.93870
Orbital gap (eV): 6.802
Spin multiplicity: 1

Which formula does entry 1 have? C36H50BaN9O5S2SbSi